# C42H45FeN4O6S

C42H45FeN4O6S as an isolated structure (ωB97M-V/def2-TZVPD, the OMol25 dataset).

```
99
Properties=species:S:1:pos:R:3:forces:R:3
Fe -0.0548 -0.9931 -1.0768 0.7511 0.7038 0.1813
O 0.7262 0.4618 -2.3935 1.9801 -0.0765 -1.0333
N 1.7753 0.0819 -3.0591 -0.4531 -1.2392 0.7627
N 2.5392 -0.7584 -2.3681 -1.7004 1.7785 1.2755
O 2.3463 -0.8928 -1.0768 0.1387 -0.4740 -0.9614
C 3.5285 -1.4974 -3.0167 1.3360 0.5345 -1.4368
C 4.2746 -2.4669 -2.3393 -0.7368 -0.0944 0.6048
C 5.3473 -3.1135 -3.0066 -0.6306 0.2566 0.6132
C 5.4919 -2.9829 -4.3639 0.1000 0.8936 -0.2814
C 4.7128 -2.0024 -5.0330 0.9940 -0.9325 -0.5524
C 3.8580 -1.1673 -4.3764 -0.3004 -1.2466 0.9847
H 3.8971 -2.7455 -1.3150 0.8566 0.5525 -1.0807
H 6.1039 -3.6681 -2.4539 -0.5212 -0.2954 0.0660
H 6.3006 -3.5192 -4.8634 -0.3436 0.1454 -0.0795
H 4.8086 -1.9127 -6.1176 0.1640 0.1684 0.2797
H 3.3974 -0.4032 -4.9631 -0.5751 0.3810 0.2548
C 3.8234 1.8752 0.6599 0.2816 -0.4186 -1.0589
C 2.6420 1.3843 1.5191 -0.1540 2.0533 0.1869
C 2.6184 2.2836 2.7887 1.0929 -0.1723 -0.2771
C 2.6955 -0.0267 1.9513 -0.3920 -0.7128 -0.0272
C 3.7873 -0.4360 2.7073 -0.3806 -1.3132 0.1764
C 3.8822 -1.7980 3.0909 0.0900 2.4045 -0.4375
C 2.8658 -2.6462 2.8107 -0.2603 -0.0832 -0.2444
C 1.7549 -2.2414 2.0893 -0.9841 -0.1016 0.5384
C 0.6264 -3.2488 1.9905 0.3059 0.0212 -0.2121
C -0.4549 -2.9800 3.0324 -0.8576 -0.8698 0.4228
C 1.1458 -4.6588 2.1111 0.3665 -2.8039 -1.6881
C 1.6101 -0.9213 1.6576 1.8501 -0.1624 0.5352
N 0.5115 -0.5328 0.9116 -0.3573 0.0863 -0.2903
C -0.4283 0.2195 1.4063 -1.3945 0.9837 0.1997
C -1.5046 0.8033 0.5950 1.0225 -0.8315 -1.5636
N -1.4203 0.6839 -0.7335 -0.4574 0.2963 1.5254
C -2.3185 1.3658 -1.5713 -0.7585 0.0986 -0.9192
C -2.2034 2.7636 -1.9098 -0.5858 -1.0958 0.0540
C -3.2449 3.3285 -2.6638 1.0423 -0.1903 -0.8716
C -4.1040 2.5347 -3.4129 -1.2376 0.2578 0.2585
C -4.1881 1.1815 -3.1620 1.3455 0.8965 0.9080
C -3.3596 0.5956 -2.1929 -0.5100 0.5762 -0.5343
C -3.7930 -0.8192 -1.8733 1.0375 -0.6599 -1.1061
C -4.9189 -0.7800 -0.8746 0.0955 -0.4477 0.1348
C -4.1603 -1.6136 -3.1497 1.0606 -1.3443 0.1856
C -1.0403 3.7277 -1.6660 -0.1188 -0.1219 0.0033
C -0.2084 3.9248 -2.9793 -0.3267 -0.1246 0.1105
C -0.1201 3.4063 -0.4889 -0.7676 0.7705 0.5530
C -2.4422 1.5191 1.4631 -1.0510 1.1601 -0.5879
C -3.6166 2.2744 1.2439 1.2088 -0.6175 0.3336
C -4.1764 2.9488 2.3564 0.5936 -0.5713 -0.3521
C -3.5845 2.8389 3.5915 -1.2333 0.3396 1.6365
C -2.4558 2.0369 3.8914 0.6619 -0.0766 -1.1026
C -1.7838 1.8011 5.1500 -0.8213 1.1735 0.1034
C -0.6694 1.0095 5.1627 0.2856 -0.4331 0.4465
C -0.0885 0.4400 3.9787 -0.0014 0.5428 0.4095
C -0.6852 0.6621 2.7694 -0.4472 0.1625 0.4611
C -1.8912 1.4481 2.7494 0.0681 -0.3164 1.2081
H 3.6064 2.8332 0.1684 -0.1691 0.0033 0.3580
H 4.0417 1.2004 -0.1876 -0.2510 -0.0333 0.4375
H 4.7718 2.0040 1.2027 -0.3251 -0.1276 0.1901
H 1.7216 1.5679 0.9482 0.2889 -0.1860 0.1184
H 3.6310 2.2620 3.2196 -0.1939 -0.2540 0.1647
H 1.9235 1.9514 3.5403 -0.3575 0.0021 0.1680
H 2.4982 3.3353 2.5822 -0.5416 0.4201 -0.3608
H 4.5195 0.2863 3.0822 -0.0795 -0.2779 -0.5102
H 4.7559 -2.1176 3.5743 1.0247 -0.4997 0.8793
H 2.8905 -3.6503 3.1800 0.1916 -0.3403 0.0516
H 0.2032 -3.2047 0.9776 -0.1818 0.2798 0.3091
H -0.1258 -2.9708 4.0789 0.5628 -0.1169 -0.1766
H -1.2807 -3.7277 3.0182 0.5768 0.2402 -0.3378
H -0.9310 -2.0379 2.8980 -0.3447 0.8603 -0.3743
H 1.2816 -5.1501 3.0844 -0.2493 0.6767 0.2754
H 2.1373 -4.8525 1.5934 -1.0897 0.5787 0.3418
H 0.4451 -5.3461 1.5461 0.5356 0.7303 0.6159
H -3.1430 4.3992 -2.8310 -0.3156 -0.0421 -0.1785
H -4.8758 2.8888 -4.1075 0.5251 0.5674 0.2371
H -4.9285 0.6206 -3.6841 -0.2459 -0.3726 -0.1445
H -2.9519 -1.4278 -1.5052 -0.3934 0.5571 0.3262
H -5.7840 -0.2538 -1.2639 -0.3416 0.0433 -0.1595
H -4.5742 -0.2447 -0.0129 0.0653 0.3355 0.7677
H -5.1863 -1.7907 -0.5567 -0.1295 0.0302 -0.0624
H -4.9879 -1.2970 -3.7601 -0.7087 0.3235 0.0646
H -4.3328 -2.6722 -2.8330 0.0299 0.7402 -0.2894
H -3.2906 -1.6808 -3.8385 -0.3542 0.1031 0.5599
H -1.5482 4.6893 -1.3911 0.4289 -0.5524 -0.3759
H 0.6641 3.2642 -2.9691 -0.3405 -0.2593 -0.1304
H 0.2038 4.9290 -3.0423 -0.0470 0.3349 0.1355
H -0.8068 3.7591 -3.8988 0.3282 -0.0435 0.5951
H 0.6145 2.6232 -0.6271 0.0074 -0.1638 -0.3599
H -0.7580 3.1419 0.3615 0.3029 0.0195 0.0126
H 0.3541 4.3542 -0.2180 0.4273 -0.1533 0.0489
H -4.0699 2.3612 0.2669 0.0681 -0.0703 -0.0704
H -5.0914 3.5276 2.2330 0.2541 -0.0868 0.0708
H -4.1408 3.2975 4.4225 0.4312 -0.0085 -0.1652
H -2.1461 2.3982 6.0345 0.4256 -1.0809 -0.7621
H -0.1936 0.7353 6.1220 -0.1965 0.4799 -0.5417
H 0.8846 -0.0293 4.0629 -0.2316 -0.3747 -0.0098
O -0.5256 -4.7400 -1.1124 0.1533 0.3571 0.4168
S -0.8193 -3.4604 -1.7245 -1.5767 2.7408 -1.5678
O 0.4275 -2.6192 -2.0675 -0.3468 -1.9788 0.1007
O -1.5738 -2.4102 -0.8219 1.5553 -1.8129 0.4890
O -1.6650 -3.5209 -2.9216 0.4571 -0.9986 0.1269
```
Positions in Å, forces in eV/Å.

Values from the calculation:
Expectation value of S²: 8.7776
Gap between HOMO and LUMO (spin up / spin down), eV: 5.04 / 5.95
Total charge: -2
HOMO level (spin up / spin down), eV: -0.9 / -1.7
LUMO (spin up / spin down), eV: 4.11 / 4.29
2S+1: 6

Listed below, in e, are the Mulliken charges computed for each atom: 0.428 -0.045 -1.122 1.110 -0.380 0.309 -0.261 -0.504 -0.482 -0.273 -0.663 0.241 0.330 0.321 0.312 0.399 -1.606 2.263 -1.925 0.791 -0.444 -1.510 -0.639 0.906 2.926 -1.198 -2.083 -0.746 0.902 -0.395 -1.005 1.428 -0.804 0.169 -1.409 -0.922 -0.543 1.119 1.868 -1.583 -1.807 0.786 -1.476 -1.324 0.236 0.281 -1.213 -0.820 1.223 -1.093 -1.048 0.294 1.166 -0.585 0.389 0.226 0.373 -1.422 0.444 0.407 0.429 0.256 0.432 0.393 -1.319 0.243 0.436 0.165 0.401 0.406 0.381 0.375 0.319 0.173 -0.575 0.301 0.286 0.434 0.430 0.366 0.432 0.537 0.226 0.370 0.372 -0.133 0.151 0.604 0.622 0.408 0.254 0.253 0.366 0.758 -0.716 1.273 -0.667 -1.000 -0.762